(1)
63
Properties=species:S:1:pos:R:3:lowdin_charge:R:1 method="wB97M-V/def2-TZVPD" molar_mass_g_mol=597.6 de_lowest_kcal_mol=24.3 orbital_gap_ha="0.26866 / 0.26871" e_tot_ha=-1758.52261
Pt 1.044 0.686 0.031 0.938
Si 2.569 -1.324 1.988 0.442
Si -0.708 -0.847 1.962 0.438
N 0.696 -1.015 -1.196 -0.021
N -0.358 2.578 -0.942 -0.045
N -1.077 3.008 0.124 -0.018
N 2.920 1.642 -0.457 -0.042
N -2.274 3.312 -1.585 -0.099
N -2.210 3.458 -0.253 0.067
C 3.080 0.239 2.859 -0.170
C -3.708 1.491 -3.559 -0.076
C -4.378 2.523 -2.660 -0.410
C 3.846 -1.871 0.757 -0.152
C -1.146 -2.368 2.952 -0.165
C 2.382 -2.665 3.282 -0.175
C 0.940 -1.056 1.053 -0.485
C -3.469 3.711 -2.332 -0.102
C -0.557 0.605 3.124 -0.170
C 0.703 -3.250 -0.360 -0.011
C 0.547 -3.712 -1.653 -0.044
C 4.067 1.506 -0.555 -0.249
C -2.081 -0.572 0.709 -0.179
C 0.781 -1.877 -0.167 -0.398
C -1.122 2.771 -1.986 -0.148
C -4.918 1.874 -1.391 -0.068
C 0.568 -1.457 -2.445 -0.095
C 0.481 -2.808 -2.713 -0.055
B 5.640 1.299 -0.703 -0.438
H -2.920 0.954 -3.026 0.068
H -1.194 -3.259 2.323 0.032
H -2.453 -1.527 0.332 0.037
H 2.661 0.288 3.865 0.030
H -3.979 4.420 -1.681 0.128
H -0.871 2.552 -3.007 0.135
H -2.917 -0.051 1.180 0.032
H 5.802 0.332 -1.419 -0.004
H -5.458 2.588 -0.769 0.084
H 4.169 0.243 2.944 0.043
H 4.025 -1.125 -0.013 0.014
H 1.976 -3.595 2.881 0.028
H 1.739 -2.344 4.102 0.019
H -4.110 1.456 -0.789 0.060
H 6.081 2.318 -1.192 -0.005
H 0.784 -3.925 0.481 0.119
H 3.564 -2.807 0.269 0.033
H 0.487 -4.775 -1.844 0.112
H -0.449 -2.564 3.763 0.016
H -0.125 0.288 4.074 0.034
H -1.540 1.033 3.327 0.036
H 6.073 1.092 0.412 -0.002
H -2.137 -2.224 3.389 0.039
H -4.430 0.742 -3.884 0.083
H -3.272 1.938 -4.455 0.081
H 0.065 1.413 2.731 0.020
H 2.811 1.157 2.331 0.010
H -5.213 2.965 -3.215 0.138
H -1.765 0.024 -0.148 -0.008
H 0.370 -3.146 -3.732 0.105
H 3.361 -2.893 3.710 0.037
H 4.800 -2.037 1.260 0.047
H -3.139 4.244 -3.223 0.130
H 0.545 -0.714 -3.230 0.117
H -5.597 1.058 -1.635 0.083

---

(2)
24
Properties=species:S:1:pos:R:3:lowdin_charge:R:1 method="wB97M-V/def2-TZVPD" molar_mass_g_mol=200.7 de_lowest_kcal_mol=0.0 orbital_gap_ha=0.28829 e_tot_ha=-1440.44088
Cl -2.964 2.085 0.563 0.282
P -2.208 0.925 -0.867 0.700
Si 1.172 0.693 0.098 0.256
O -0.325 0.454 0.477 -0.464
O -3.027 -0.419 -0.809 -0.487
C -1.929 -2.210 0.436 -0.048
C 1.968 -0.434 -1.367 -0.197
C 2.419 0.503 1.552 -0.183
C -3.303 -1.476 0.172 -0.183
C 1.524 2.443 -0.651 -0.187
H -1.283 -1.585 0.993 0.029
H 1.597 -1.489 -1.023 0.035
H 2.699 1.504 1.885 0.010
H -1.884 -3.137 0.968 0.073
H 1.938 0.060 2.453 0.022
H 2.565 2.507 -0.866 0.011
H 0.827 2.386 -1.458 -0.007
H -1.461 -2.212 -0.532 0.072
H 3.372 -0.016 1.234 0.038
H 1.725 -0.386 -2.394 -0.030
H -3.904 -1.089 0.975 0.104
H 1.270 3.287 -0.038 0.009
H -3.904 -2.119 -0.449 0.106
H 3.117 -0.279 -1.350 0.042

---

(3)
74
Properties=species:S:1:pos:R:3:lowdin_charge:R:1 method="wB97M-V/def2-TZVPD" molar_mass_g_mol=566.2 total_charge=-1 orbital_gap_ha=0.23806 e_tot_ha=-2184.97705
In -0.330 0.491 -0.183 0.684
P 2.075 0.271 0.852 0.718
F -1.622 0.120 1.332 -0.486
O 2.257 5.092 6.293 -0.074
O 4.375 -0.711 3.562 -0.059
O -6.207 -0.304 -1.182 -0.060
O 5.197 -4.149 3.015 -0.072
O 1.846 4.007 3.596 -0.050
O 2.101 -1.097 1.793 -0.408
O 1.908 0.095 -4.671 -0.034
O 5.398 -4.592 -0.076 -0.063
O 4.823 -1.905 0.652 -0.080
O 2.211 1.437 2.101 -0.438
O 2.761 -1.664 -1.887 -0.070
O -2.214 -0.620 -6.726 -0.087
O -5.608 -2.193 1.403 -0.047
O -2.269 -3.602 1.943 -0.063
O -4.423 2.257 -0.711 -0.060
O -1.013 0.392 -4.362 -0.068
N -0.551 -1.013 -1.647 -0.177
C -3.295 -1.840 -0.955 -0.121
C -2.211 -2.816 -1.382 -0.256
C -0.779 -2.347 -1.098 -0.363
C -0.506 3.435 1.380 -0.112
C -1.227 3.484 0.037 -0.527
C -1.296 4.885 -0.554 -0.098
C -0.586 2.493 -0.949 -0.262
H 3.114 -2.087 -1.096 0.018
H 4.395 -0.649 4.521 0.041
H 2.731 0.425 -5.041 0.043
H -5.711 -2.026 2.343 0.046
H 5.280 -4.721 2.241 0.008
H 5.639 -1.769 1.147 0.060
H 4.154 -1.444 1.183 -0.018
H 2.582 2.224 1.670 0.012
H 0.356 -1.037 -2.107 -0.015
H -3.054 -0.826 -1.275 0.063
H -1.880 -0.047 -7.420 0.015
H -0.711 4.300 2.017 0.076
H -2.257 3.163 0.218 0.100
H -1.821 4.886 -1.512 0.073
H -0.635 -0.075 -3.597 0.004
H -0.228 0.770 -4.778 0.023
H 1.217 -1.401 2.033 0.039
H -1.178 2.437 -1.866 0.040
H -4.813 1.601 -1.301 0.013
H -1.811 -0.284 -5.902 -0.014
H -6.624 -1.068 -1.589 0.039
H 6.208 -4.752 -0.567 0.036
H -0.091 -3.092 -1.516 0.106
H -2.356 -2.655 1.770 0.016
H -1.810 5.600 0.098 0.069
H 5.283 -3.629 -0.051 -0.006
H 1.958 4.636 5.493 -0.013
H -5.142 -3.032 1.331 0.040
H -3.438 -1.818 0.126 0.038
H 0.578 3.378 1.267 0.047
H -0.617 -2.388 -0.002 0.067
H -5.959 -0.624 -0.303 0.012
H 3.712 -0.068 3.270 0.001
H -2.366 -3.781 -0.884 0.093
H 1.810 3.039 3.574 0.032
H 4.715 -3.388 2.669 0.001
H -4.251 -2.103 -1.408 0.060
H 2.133 -0.370 -3.858 0.017
H -0.834 2.542 1.919 0.064
H 2.777 4.245 3.654 0.050
H 3.533 -1.239 -2.274 0.039
H -1.377 -3.804 1.647 0.027
H -2.279 -2.994 -2.460 0.104
H -4.042 1.716 -0.009 0.027
H 2.174 4.441 6.995 0.026
H -0.291 5.287 -0.733 0.074
H 0.411 2.874 -1.214 0.041

---

(4)
15
Properties=species:S:1:pos:R:3:lowdin_charge:R:1 method="wB97M-V/def2-TZVPD" molar_mass_g_mol=91.1 de_lowest_kcal_mol=41.3 orbital_gap_ha=0.35470 e_tot_ha=-516.34405
P 1.813 -0.754 0.951 0.795
N 0.750 0.433 0.338 -0.565
C -1.599 -0.513 0.218 -0.110
C 0.652 0.584 -1.077 -0.228
C -0.592 0.438 0.871 -0.368
H -0.893 1.461 0.607 0.101
H -2.460 -0.354 0.862 0.063
H 1.213 -1.822 0.179 -0.103
H -2.084 -0.090 -0.773 0.113
H -1.179 -1.479 0.172 0.038
H 0.266 -0.279 -1.660 0.079
H 1.593 0.800 -1.576 0.063
H 0.027 1.453 -1.391 0.093
H -0.547 0.400 1.988 0.111
H 3.040 -0.278 0.291 -0.084

---

(5)
73
Properties=species:S:1:pos:R:3:lowdin_spin:R:1 method="wB97M-V/def2-TZVPD" molar_mass_g_mol=714.8 total_charge=+2 s2=8.85 de_lowest_kcal_mol=117.9 orbital_gap_ha="0.18193 / 0.09578" e_tot_ha=-2244.04954 spin_multiplicity=6
Ir 1.246 3.511 -0.944 2.836
P 1.241 -1.808 -0.326 -0.001
P -0.988 1.042 -1.474 0.106
O 2.135 3.961 1.068 0.212
O 0.276 4.657 0.284 0.226
N 2.091 -3.265 -0.778 -0.001
N -1.406 0.950 -3.221 0.014
N 0.227 -2.807 0.861 0.000
N -2.736 1.310 -1.086 0.018
C 0.026 -1.656 -1.656 0.001
C -0.884 -3.381 2.761 0.000
C 2.542 0.579 1.803 0.057
C -0.835 1.385 4.441 0.064
C -4.988 1.183 -0.971 0.002
C 0.552 0.735 4.460 0.001
C -3.217 2.585 -0.766 0.000
C 2.837 3.117 -1.923 0.311
C -1.159 1.321 -5.430 0.001
C -1.474 -4.086 1.662 0.000
C 1.117 4.689 1.287 0.054
C -3.836 0.451 -1.190 0.004
C -2.310 0.130 -3.893 0.004
C 2.648 1.084 3.207 0.296
C -2.158 0.318 -5.250 0.002
C -1.030 1.606 3.005 0.363
C -4.608 2.534 -0.692 0.003
C 1.625 1.604 3.973 0.055
C -0.771 -3.723 0.521 0.000
C 3.720 -4.321 -1.944 0.000
C 2.055 -4.616 -0.423 0.000
C -1.171 -0.761 -1.208 0.025
C 0.973 0.425 1.533 0.017
C 3.032 -5.295 -1.144 0.000
C -0.711 1.685 -4.175 0.006
C 0.162 -2.639 2.250 0.000
C 3.135 -3.092 -1.705 0.000
C 0.145 1.430 2.273 0.044
H 0.478 -0.126 3.815 0.001
H 2.778 2.167 -2.423 0.064
H -2.969 -0.536 -3.396 0.000
H 3.662 1.061 3.595 0.013
H 0.404 2.349 1.684 0.011
H -0.902 -4.031 -0.493 0.000
H -2.524 3.400 -0.621 0.000
H -0.790 2.358 4.932 0.015
H -5.302 3.350 -0.532 0.000
H 0.047 2.361 -3.852 0.007
H 0.889 -2.064 2.807 0.000
H 3.029 3.897 -2.659 0.056
H -1.608 0.848 4.965 0.012
H 0.509 -1.240 -2.562 0.000
H 3.211 -6.356 -1.123 0.000
H -0.385 -2.641 -1.966 0.001
H -2.686 -0.233 -6.009 0.000
H 0.799 0.416 5.454 -0.008
H -0.815 1.701 -6.378 0.000
H -3.722 -0.602 -1.410 0.000
H -1.168 -3.441 3.804 0.000
H -2.299 -4.774 1.698 0.000
H -5.987 0.767 -1.111 0.000
H 0.811 0.562 0.451 -0.002
H 2.856 1.284 1.012 0.016
H -1.488 -0.921 -0.164 0.000
H -1.867 2.246 2.644 0.019
H 0.656 -0.572 1.799 -0.001
H 4.526 -4.512 -2.627 0.000
H 3.167 -0.332 1.598 0.007
H -1.988 -1.160 -1.825 0.004
H 1.360 -4.976 0.317 0.000
H 1.021 5.279 2.213 0.004
H 1.811 2.595 4.426 0.012
H 3.644 3.138 -1.159 0.044
H 3.340 -2.106 -2.094 0.000